Model 1:
C2H5NOS2 | ωB97M-V with the def2-TZVPD basis set

Last column: Löwdin charge in e.
Atoms and positions in Å:
1 C -0.8066 1.1862 0.3130  -0.163
2 C 0.3805 0.3663 0.2884  -0.905
3 N 0.3955 -0.7772 -0.4050  -0.565
4 O 1.5632 -1.4745 -0.3353  -0.150
5 S -0.7525 -1.4184 -1.5388  0.887
6 S 1.7378 0.9404 0.9718  0.764
7 H -1.4973 1.4709 -0.4907  0.079
8 H -0.4687 2.1673 0.5620  0.040
9 H -1.5571 0.8123 1.1295  0.134
10 H -1.1791 -2.3931 -0.7733  -0.143
11 H 2.1843 -0.8802 0.2784  0.023

Net charge: 0
HOMO-LUMO gap: 9.18 eV
Molar mass: 123.2 g/mol
Structure (SMILES): CC(=S)N(O)S

---

Model 2:
C2H5NOS2 | ωB97M-V with the def2-TZVPD basis set

Last column: Löwdin charge in e.
Atoms and positions in Å:
1 C -2.1318 -0.6061 -0.1259  -0.458
2 C 0.3980 0.6948 -0.0257  -0.866
3 H -2.7850 -1.5872 0.5373  0.122
4 H -2.0092 0.5235 0.5123  0.096
5 H -2.5227 -0.4694 -1.2604  0.057
6 H 2.0907 1.7308 -0.0308  0.162
7 H 3.1754 -0.9024 0.9762  -0.112
8 N 1.7646 0.7000 0.0286  -0.445
9 O -0.2748 1.6667 -0.2394  -0.005
10 S -0.3151 -1.0268 -0.1111  0.715
11 S 2.6097 -0.7239 -0.2610  0.734

Net charge: 0
HOMO-LUMO gap: 9.68 eV
Molar mass: 123.2 g/mol

---

Model 3:
C2H5NOS2 | ωB97M-V with the def2-TZVPD basis set

Last column: Löwdin charge in e.
Atoms and positions in Å:
1 C 0.5639 1.0987 -1.0836  -0.410
2 C -1.0784 -0.8349 0.1039  -1.225
3 H 1.5503 0.8402 -0.8158  0.006
4 H 0.1019 1.6663 -0.2415  0.061
5 H 0.5692 1.7785 -1.9918  0.063
6 H -0.7082 -0.7016 2.0970  0.126
7 H 1.3572 -1.1191 0.8188  0.127
8 N -0.3839 -0.4565 1.1862  -0.143
9 O 0.9828 -0.2829 1.1684  -0.060
10 S -0.4618 -0.3227 -1.4513  0.868
11 S -2.4929 -1.6659 0.2096  0.587

Net charge: 0
HOMO-LUMO gap: 8.82 eV
Molar mass: 123.2 g/mol
Structure (SMILES): CSC(=S)NO

---

What should be chosen as the least stable of them? Choose model 1.

---

Model 1:
C4H10OS | ωB97M-V with the def2-TZVPD basis set

Last column: Löwdin charge in e.
Atoms and positions in Å:
1 C -2.5897 -1.4769 -2.5372  -0.466
2 S -0.8123 -1.3925 -2.3913  0.743
3 C -0.5499 -2.5095 -1.0100  -0.447
4 H -2.9049 -1.5379 -3.5817  0.028
5 H -3.0772 -0.6144 -2.0926  0.023
6 H -3.1233 -2.2856 -2.0522  0.035
7 H -0.3542 -3.5226 -1.3553  0.029
8 H 0.3264 -2.2134 -0.4609  0.017
9 H -1.3593 -2.5225 -0.2805  0.038
10 O 3.3489 1.6889 1.3902  0.021
11 C 2.3474 2.3615 1.4906  -0.316
12 C 1.8495 2.7671 2.8368  -0.061
13 H 1.9804 2.7652 0.5347  0.116
14 H 2.5413 2.5357 3.6363  0.081
15 H 0.9445 2.1765 3.0277  0.081
16 H 1.4322 3.7805 2.8455  0.079

Net charge: 0
HOMO-LUMO gap: 9.34 eV
Molar mass: 106.2 g/mol
Structure (SMILES): CC=O.CSC

---

Model 2:
C4H10OS | ωB97M-V with the def2-TZVPD basis set

Last column: Löwdin charge in e.
Atoms and positions in Å:
1 C -0.2449 0.5719 0.2114  -0.564
2 C -0.5903 2.0153 0.1546  -0.138
3 C -1.4290 -0.3832 -0.1736  -0.110
4 C 1.6379 -1.4638 0.6976  -0.121
5 O 2.2032 1.2284 0.2158  -0.482
6 S 1.2869 0.2266 -0.3018  0.755
7 H -1.3847 2.2454 0.8614  0.085
8 H 0.4065 2.5119 0.1453  0.074
9 H -1.0831 2.1161 -0.8275  0.079
10 H -1.5269 -1.3051 0.3026  0.025
11 H -2.3317 0.3026 -0.0093  0.087
12 H -1.6020 -0.6497 -1.2988  0.103
13 H 1.0933 -2.2843 0.2541  0.032
14 H 2.6756 -1.6724 0.7595  0.027
15 H 1.1864 -1.2786 1.6969  0.065
16 H 2.1252 -0.1432 -1.7097  0.082

Net charge: 0
HOMO-LUMO gap: 7.96 eV
Molar mass: 106.2 g/mol
Structure (SMILES): CC(C)=[S@H](C)=O

---

What should be chosen as the least stable of them? Choose model 2.

---

Model 1:
C4H10OS | ωB97M-V with the def2-TZVPD basis set

Last column: Löwdin charge in e.
Atoms and positions in Å:
1 C 0.6545 0.5159 1.9666  -0.062
2 C 0.5003 0.0315 0.5085  -0.419
3 C -0.9036 -0.4150 0.0528  -0.212
4 C -1.0221 -0.5218 -1.4866  -0.586
5 H 1.6807 0.8356 2.0624  0.067
6 H 0.0036 1.3950 2.1915  0.096
7 H 0.6229 -0.3857 2.5637  0.073
8 H 1.2243 -0.7662 0.2902  0.111
9 H 0.2810 1.6880 -0.3409  0.108
10 H -1.1167 -1.4261 0.3359  0.102
11 H -1.6653 0.1607 0.5761  0.112
12 H -1.6709 -1.3385 -1.7121  0.036
13 H -1.3156 0.4280 -1.9677  0.084
14 H 1.1915 -0.1756 -2.5286  -0.124
15 O 1.1590 1.1953 -0.2241  -0.125
16 S 0.3763 -1.2209 -2.2877  0.739

Net charge: 0
HOMO-LUMO gap: 9.74 eV
Molar mass: 106.2 g/mol
Structure (SMILES): C[C@H](O)CCS

---

Model 2:
C4H10OS | ωB97M-V with the def2-TZVPD basis set

Last column: Löwdin charge in e.
Atoms and positions in Å:
1 C 0.9356 1.9553 2.6265  -0.459
2 S -0.5346 1.3862 3.4472  0.732
3 C -1.6678 2.6933 3.0279  -0.465
4 H 1.8308 1.4666 2.9984  0.031
5 H 1.0790 3.0077 2.8808  0.031
6 H 0.8963 1.8719 1.5485  0.031
7 H -2.5956 2.5566 3.5827  0.028
8 H -1.2992 3.7070 3.1938  0.038
9 H -2.0209 2.6516 1.9949  0.033
10 O 2.0897 -2.9314 -4.4431  0.040
11 C 0.9362 -3.2546 -4.3326  -0.321
12 C 0.1554 -2.9418 -3.0918  -0.063
13 H 0.4241 -3.8047 -5.1345  0.111
14 H 0.5573 -3.3581 -2.1699  0.083
15 H -0.9186 -3.1499 -3.1230  0.070
16 H 0.1323 -1.8557 -3.0057  0.080

Net charge: 0
HOMO-LUMO gap: 9.41 eV
Molar mass: 106.2 g/mol
Structure (SMILES): CC=O.CSC

---

Model 3:
C4H10OS | ωB97M-V with the def2-TZVPD basis set

Last column: Löwdin charge in e.
Atoms and positions in Å:
1 C -1.6734 -0.0818 -1.1478  -0.424
2 S -1.0304 -1.7753 -1.2528  0.711
3 C -0.8695 -2.0982 0.5174  -0.444
4 H -2.3711 0.0055 -0.3168  0.042
5 H -2.2013 0.1440 -2.0720  0.027
6 H -0.8476 0.6098 -1.0442  -0.005
7 H -1.8199 -2.2938 0.9982  0.030
8 H -0.2122 -2.9632 0.6136  0.027
9 H -0.4171 -1.2300 1.0009  0.018
10 O -0.0476 2.0627 0.6175  0.027
11 C 1.1536 2.0193 0.6984  -0.310
12 C 1.9901 0.8780 0.2200  -0.049
13 H 1.6903 2.9269 1.0410  0.116
14 H 2.9796 0.8912 0.6727  0.074
15 H 2.1124 1.0273 -0.8589  0.095
16 H 1.5641 -0.1223 0.3127  0.066

Net charge: 0
HOMO-LUMO gap: 9.24 eV
Molar mass: 106.2 g/mol
Structure (SMILES): CC=O.CSC

---

What should be chosen as the least stable of them? Choose model 1.

---

Model 1:
C4H10OS | ωB97M-V with the def2-TZVPD basis set

Last column: Löwdin charge in e.
Atoms and positions in Å:
1 C -0.3013 -2.4736 -1.0512  -0.249
2 C 0.2089 -1.1624 -0.6586  -0.609
3 S 2.0699 -1.1954 -0.9957  0.649
4 H 0.1856 -3.3098 -0.4634  0.097
5 H 0.0041 -2.4564 -2.1134  0.045
6 H -1.4058 -2.7062 -1.2502  0.100
7 H -0.2282 -0.2747 -1.1030  0.065
8 H 0.0621 -1.0645 0.4202  0.053
9 H 1.8400 -2.1604 -1.9079  -0.160
10 C 0.5595 2.0552 1.6177  -0.003
11 C -0.6094 2.6805 1.4538  -0.241
12 O -1.7115 1.9361 0.8651  -0.082
13 H 1.3397 2.6632 2.1160  0.061
14 H 0.7613 1.0053 1.2891  0.056
15 H -0.5825 3.7990 1.4043  0.115
16 H -2.1923 2.6642 0.3773  0.102

Net charge: 0
HOMO-LUMO gap: 9.82 eV
Molar mass: 106.2 g/mol
Structure (SMILES): C=CO.CCS

---

Model 2:
C4H10OS | ωB97M-V with the def2-TZVPD basis set

Last column: Löwdin charge in e.
Atoms and positions in Å:
1 C -2.1203 -0.3427 1.8479  -0.443
2 S -1.2421 0.2764 3.3428  0.668
3 C 0.4823 0.2366 2.6487  -0.428
4 H -1.6450 -1.3200 1.6453  0.025
5 H -3.1824 -0.6625 2.0649  0.047
6 H -2.0475 0.1998 0.9082  0.022
7 H 1.3954 0.8860 2.9744  0.070
8 H 0.4958 0.4119 1.5178  0.032
9 H 0.6479 -0.8143 2.8223  -0.008
10 O 0.0714 -0.0202 -1.1977  -0.019
11 C 0.4140 0.4445 -2.3217  -0.308
12 C 1.5631 -0.0036 -3.0893  -0.095
13 H -0.3514 0.9781 -3.0147  0.137
14 H 2.4876 -0.3029 -2.4904  0.111
15 H 1.1724 -0.7593 -3.9403  0.148
16 H 1.8588 0.7920 -3.7181  0.043

Net charge: 0
HOMO-LUMO gap: 8.61 eV
Molar mass: 106.2 g/mol
Structure (SMILES): CC=O.CSC

---

What should be chosen as the least stable of them? Choose model 1.

---

Model 1:
C16H17N | ωB97M-V with the def2-TZVPD basis set

Last column: Löwdin charge in e.
Atoms and positions in Å:
1 C -1.8421 2.8573 1.3273  -0.060
2 C -1.3041 0.2841 4.0214  -0.212
3 C -0.7595 1.2166 3.1003  -0.146
4 C -1.8443 1.8304 2.3898  -0.243
5 C -2.9791 1.2218 2.8418  -0.042
6 C 0.9198 -0.2312 4.7744  -0.102
7 C -0.4340 -0.4457 4.8448  -0.035
8 C 1.4434 0.5776 3.7398  -0.101
9 C 0.6128 1.2936 2.8863  -0.027
10 N -2.6396 0.2081 3.7537  0.066
11 H 1.6405 -0.8389 5.3031  0.096
12 H -0.8881 -1.1459 5.5393  0.105
13 H 2.5150 0.5199 3.6233  0.091
14 H 1.0877 1.9533 2.1725  0.108
15 H -3.3269 -0.3182 4.2490  0.140
16 H -4.0232 1.1915 2.5718  0.119
17 H -2.7689 3.3269 1.0212  0.076
18 H -1.1361 2.5424 0.5503  0.082
19 H -1.2965 3.7579 1.6895  0.085
20 C 3.2320 -0.7453 -3.6008  -0.047
21 C -0.3174 -2.0555 -3.1597  -0.082
22 C 1.0656 -1.9755 -2.9863  -0.064
23 C -0.8705 -1.7081 -4.3959  -0.093
24 C 1.8894 -1.3498 -3.9067  -0.291
25 C -0.0227 -1.2580 -5.4095  -0.093
26 C 1.3177 -1.0559 -5.1489  -0.073
27 H -0.8764 -2.4941 -2.3466  0.097
28 H 1.5451 -2.3081 -2.0697  0.108
29 H -1.9274 -1.8933 -4.5277  0.095
30 H -0.4011 -0.9887 -6.3872  0.099
31 H 3.8674 -1.2149 -2.8591  0.076
32 H 2.9568 0.2426 -3.2005  0.093
33 H 1.8725 -0.4259 -5.8394  0.109
34 H 3.6921 -0.5711 -4.5615  0.066

Net charge: 0
HOMO-LUMO gap: 8.62 eV
Molar mass: 223.3 g/mol
Structure (SMILES): Cc1c[nH]c2ccccc12.Cc1ccccc1

---

Model 2:
C16H17N | ωB97M-V with the def2-TZVPD basis set

Last column: Löwdin charge in e.
Atoms and positions in Å:
1 C -0.8121 0.9523 3.1755  -0.058
2 C -2.5952 -0.4943 2.2317  -0.068
3 C -1.6646 0.4894 2.0415  -0.223
4 C -2.5789 -0.1394 0.0305  -0.223
5 C -1.6596 0.7493 0.6321  -0.133
6 C -2.8158 -0.1981 -1.3404  -0.032
7 C -1.1789 1.8179 -0.1504  -0.019
8 C -2.2263 0.7992 -2.0940  -0.115
9 C -1.3731 1.7561 -1.5075  -0.119
10 N -3.1115 -0.9054 1.0322  0.078
11 H -2.9184 -0.8175 3.2011  0.121
12 H -3.7195 -1.6947 0.9212  0.150
13 H -1.2335 1.8076 3.7075  0.073
14 H 0.1657 1.3654 2.8976  0.075
15 H -3.4758 -0.9272 -1.7905  0.107
16 H -0.6902 2.6604 0.3236  0.112
17 H -2.2175 0.7436 -3.1761  0.099
18 H -1.0187 2.5313 -2.1782  0.101
19 H -0.5732 0.1620 3.8848  0.073
20 C 3.6374 -1.2110 0.9817  -0.052
21 C 1.5722 -1.4949 -0.4360  -0.053
22 C 2.8529 -0.9412 -0.2667  -0.277
23 C 0.7527 -1.0987 -1.4668  -0.091
24 C 1.2279 -0.2335 -2.4717  -0.094
25 C 3.2198 0.0238 -1.1840  -0.063
26 C 2.4705 0.3386 -2.3248  -0.082
27 H 1.2045 -2.2649 0.2201  0.107
28 H -0.2024 -1.5681 -1.6490  0.097
29 H 4.6033 -0.7824 0.9571  0.057
30 H 3.8669 -2.2775 1.0966  0.084
31 H 0.4343 0.1045 -3.1089  0.084
32 H 4.0893 0.6443 -0.9941  0.106
33 H 2.9260 1.0176 -3.0322  0.099
34 H 3.0420 -0.9143 1.8365  0.079

Net charge: 0
HOMO-LUMO gap: 8.60 eV
Molar mass: 223.3 g/mol
Structure (SMILES): Cc1c[nH]c2ccccc12.Cc1ccccc1

---

What should be chosen as the least stable of them? Choose model 1.